(1)
{"formula": "C3H7NO2", "method": "wB97M-V/def2-TZVPD", "symbols": ["C", "N", "C", "C", "O", "O", "H", "H", "H", "H", "H", "H", "H"], "coordinates": [[-0.624, -0.629, 2.019], [-0.653, 0.265, 2.859], [-0.559, -0.036, -2.552], [0.341, -1.064, -2.239], [0.936, -1.151, -1.159], [0.969, 1.774, 1.805], [-0.028, -0.564, 1.067], [-1.259, -1.506, 2.132], [0.275, 1.221, 2.347], [1.364, 2.503, 2.289], [-0.768, 0.159, -3.602], [-0.463, 0.833, -1.900], [0.470, -1.804, -3.066]], "atomic_forces_ev_per_a": [[-0.2, 0.9, 0.4], [-0.4, -1.4, -0.5], [1.5, 1.3, -0.2], [-0.8, -0.6, -0.9], [0.2, 0.0, 0.6], [-0.2, -0.6, -0.6], [0.2, -0.2, -0.1], [-0.2, -0.5, -0.1], [1.3, 1.7, -0.2], [-0.3, -0.2, 0.4], [-0.5, -0.3, 0.2], [-0.7, -0.2, 0.1], [0.2, -0.1, 0.6]], "lowdin_charge": [-0.092, 0.127, 0.097, -0.405, -0.014, -0.103, 0.103, 0.099, -0.066, 0.028, 0.053, 0.066, 0.108], "energy_ev": -8801.965, "homo_energy_ev": -7.51, "charge": 0, "de_lowest_ev": 8.564}

---

(2)
{"formula": "C4H6N2O3S", "method": "wB97M-V/def2-TZVPD", "symbols": ["C", "C", "C", "C", "N", "N", "O", "O", "O", "S", "H", "H", "H", "H", "H", "H"], "coordinates": [[-0.514, -1.908, 0.851], [1.781, -0.181, -0.374], [-1.564, -1.503, -1.212], [-1.832, 1.357, -0.342], [0.923, 0.295, -0.935], [2.604, -0.853, 0.307], [-3.577, -0.287, 0.377], [-1.293, -0.615, 1.292], [-0.829, -2.206, -0.404], [-2.162, -0.365, 0.005], [-0.732, -2.801, 1.480], [-0.900, 1.556, -0.733], [-2.685, 1.582, -0.987], [-2.110, 1.893, 0.519], [2.029, -1.320, 1.033], [3.500, -0.402, 0.665]], "atomic_forces_ev_per_a": [[1.0, 0.1, 2.3], [-0.8, 1.2, -1.1], [0.2, -0.2, 0.2], [-2.5, -1.2, -0.8], [-2.1, 1.6, -1.9], [3.9, -2.0, 3.9], [1.0, -1.2, -1.0], [1.0, -3.0, -2.1], [-0.2, -0.6, -0.8], [-2.9, 4.4, 2.2], [-0.1, 1.0, -0.1], [1.9, 0.4, -0.8], [0.4, 0.1, -0.6], [0.1, 0.4, 1.5], [0.9, -0.1, -0.2], [-1.9, -0.8, -0.8]], "lowdin_charge": [-0.176, -0.436, -0.115, -0.126, 0.174, 0.108, -0.324, -0.235, -0.175, 0.791, 0.117, -0.002, 0.078, 0.060, 0.107, 0.153], "energy_ev": -24195.112, "homo_energy_ev": [-8.31, -8.32], "charge": 0, "de_lowest_ev": 6.865}

---

(3)
{"formula": "C31H23AuBrIN4OP", "method": "wB97M-V/def2-TZVPD", "symbols": ["Au", "I", "C", "C", "C", "C", "C", "C", "C", "C", "C", "P", "C", "C", "C", "C", "C", "C", "C", "C", "C", "C", "C", "C", "C", "H", "H", "H", "H", "H", "H", "H", "H", "H", "H", "H", "H", "H", "H", "H", "H", "C", "C", "O", "H", "H", "H", "N", "C", "N", "C", "N", "Br", "C", "C", "C", "N", "C", "C", "H", "H", "H", "H"], "coordinates": [[0.102, -1.006, -0.167], [0.926, 1.048, 2.338], [-0.803, 0.775, 3.449], [-1.439, 1.904, 3.894], [-2.446, 1.831, 4.872], [-2.706, 0.634, 5.469], [-2.054, -0.546, 5.038], [-2.228, -1.745, 5.776], [-1.563, -2.881, 5.433], [-0.837, -2.903, 4.228], [-0.692, -1.785, 3.438], [-0.331, -2.313, 1.726], [-1.789, -3.279, 1.237], [-2.968, -3.279, 1.978], [-4.084, -3.955, 1.503], [-4.027, -4.637, 0.299], [-2.855, -4.635, -0.448], [-1.748, -3.946, 0.009], [1.074, -3.437, 1.894], [2.234, -2.908, 2.465], [3.346, -3.712, 2.642], [3.305, -5.046, 2.258], [2.148, -5.578, 1.710], [1.027, -4.779, 1.528], [-1.175, -0.516, 3.918], [-1.122, 2.873, 3.531], [-2.944, 2.734, 5.197], [-3.396, 0.568, 6.300], [-2.871, -1.722, 6.646], [-1.643, -3.779, 6.028], [-0.449, -3.854, 3.882], [-3.029, -2.758, 2.924], [-4.998, -3.948, 2.082], [-4.898, -5.167, -0.065], [-2.811, -5.156, -1.394], [-0.851, -3.916, -0.600], [2.267, -1.869, 2.768], [4.245, -3.293, 3.072], [4.177, -5.673, 2.389], [2.112, -6.620, 1.424], [0.126, -5.214, 1.118], [-2.600, 0.164, 0.564], [-1.948, -0.763, -0.422], [-2.462, -1.278, -1.351], [-3.616, 0.381, 0.238], [-2.015, 1.080, 0.656], [-2.621, -0.311, 1.546], [2.250, -1.072, -0.075], [3.081, -1.796, -0.493], [3.987, -2.570, -0.919], [4.093, -2.649, -2.248], [4.187, -2.727, -3.397], [1.071, 1.080, -6.554], [0.793, 0.532, -4.788], [1.440, -0.586, -4.287], [1.206, -0.944, -2.976], [0.383, -0.258, -2.172], [-0.247, 0.816, -2.668], [-0.068, 1.246, -3.964], [2.122, -1.179, -4.880], [1.697, -1.815, -2.569], [-0.905, 1.356, -2.003], [-0.588, 2.122, -4.321]], "atomic_forces_ev_per_a": [[0.2, 0.1, -0.1], [0.2, 0.1, -0.2], [-0.2, -0.1, 0.1], [0.1, 0.0, -0.1], [0.0, 0.0, 0.0], [0.0, 0.0, 0.0], [0.0, 0.1, 0.0], [0.0, 0.0, 0.0], [0.0, 0.0, 0.0], [0.0, 0.0, 0.0], [0.0, 0.2, -0.1], [0.0, -0.3, -0.1], [0.0, 0.0, 0.0], [0.0, 0.0, 0.0], [0.0, 0.0, 0.0], [0.0, 0.0, 0.0], [0.0, 0.0, 0.0], [0.0, 0.0, 0.0], [0.0, 0.1, 0.1], [0.0, 0.0, 0.0], [0.0, 0.0, 0.0], [0.0, 0.0, 0.0], [0.0, 0.0, 0.0], [0.0, 0.0, 0.0], [0.0, -0.1, 0.1], [0.0, 0.0, 0.0], [0.0, 0.0, 0.0], [0.0, 0.0, 0.0], [0.0, 0.0, 0.0], [0.0, 0.0, 0.0], [0.0, 0.0, 0.0], [0.0, 0.0, 0.0], [0.0, 0.0, 0.0], [0.0, 0.0, 0.0], [0.0, 0.0, 0.0], [0.0, 0.0, 0.0], [0.0, 0.0, 0.0], [0.0, 0.0, 0.0], [0.0, 0.0, 0.0], [0.0, 0.0, 0.0], [0.0, 0.0, 0.0], [-0.1, 0.0, -0.1], [0.1, 0.1, 0.1], [0.0, 0.0, 0.0], [0.0, 0.0, 0.0], [0.0, 0.0, 0.0], [0.0, 0.0, 0.0], [-0.1, 0.0, 0.2], [-0.2, 0.0, 0.0], [0.0, -0.1, 0.0], [0.2, 0.1, 0.0], [-0.1, 0.0, 0.0], [0.0, 0.0, 0.0], [0.0, 0.0, 0.0], [0.0, 0.0, 0.0], [0.0, 0.0, 0.0], [-0.1, 0.0, 0.1], [0.0, 0.1, 0.1], [0.0, 0.0, 0.0], [0.0, 0.0, 0.0], [0.0, 0.0, 0.0], [0.0, 0.0, 0.0], [0.0, 0.0, 0.0]], "lowdin_charge": [0.936, 1.039, -0.671, -0.149, -0.052, -0.014, -0.154, -0.003, -0.039, -0.087, -0.300, 0.980, -0.367, -0.069, -0.050, -0.050, -0.052, -0.132, -0.379, -0.115, -0.054, -0.051, -0.055, -0.072, -0.221, 0.096, 0.117, 0.123, 0.126, 0.120, 0.119, 0.102, 0.114, 0.115, 0.118, 0.108, 0.075, 0.116, 0.115, 0.114, 0.097, -0.040, -0.520, 0.094, 0.102, 0.069, 0.066, -0.025, -0.378, 0.101, -0.379, 0.126, 0.845, -0.668, -0.065, -0.102, -0.070, -0.104, -0.077, 0.113, 0.084, 0.118, 0.116], "energy_ev": -131645.688, "homo_energy_ev": -11.26, "charge": 1, "de_lowest_ev": 0.000}